C4H35F9InO16 as an isolated structure. Source: the Open Molecules 2025 dataset; level of theory: the ωB97M-V functional and the def2-TZVPD basis.

Geometry as XYZ:
```
65
Properties=species:S:1:pos:R:3:forces:R:3
F -2.575052 -0.641397 2.748517 -0.2 0.0 -0.1
F -0.406110 2.327333 0.699198 0.1 0.0 0.1
H 1.935908 1.986911 2.343335 -0.3 -0.1 0.1
O -3.399055 0.957769 5.410953 -0.2 0.3 -0.2
H -5.222741 2.413976 2.934669 0.0 0.0 0.1
C -1.525326 1.777682 1.136511 0.0 0.0 -0.2
H 3.031454 0.661253 -2.191705 0.0 0.0 0.0
H -5.430267 4.578646 -7.016685 0.0 0.0 0.0
O 7.146133 -2.858156 -2.423166 0.1 0.0 -0.1
H 5.116030 1.708091 -0.100381 -0.1 0.0 0.0
H -1.347785 0.292384 -2.243640 0.0 -0.1 0.0
H 4.564587 -5.543577 -2.252472 0.0 0.0 -0.1
O 1.061197 -3.050978 -0.652570 0.0 0.0 0.0
O -2.660612 -1.815404 5.435652 0.1 -0.2 0.3
O 4.686704 -4.664589 -2.622132 0.2 -0.1 0.0
H -3.036683 3.371365 3.766396 0.0 0.0 0.1
H 2.230588 -0.367504 0.761373 -0.3 -0.3 0.1
F -0.592809 -0.048902 -0.063780 0.2 0.0 0.0
H 3.040681 -2.914735 -0.432986 -0.2 0.3 -0.4
O 4.955738 0.922090 0.427446 0.3 0.0 0.2
O 3.938450 -2.664620 -0.717483 -0.1 -0.6 0.5
H 6.666251 -3.640488 -2.729905 -0.2 0.0 0.1
F -2.732056 -0.051969 0.278020 0.0 0.0 0.0
C -1.539316 0.233736 0.852148 -0.5 0.1 0.1
C -1.400449 -0.716536 2.069043 0.3 -0.1 0.4
H 4.690397 0.263610 -0.224229 -0.2 0.2 -0.1
H -6.310530 3.752973 -4.865580 0.0 0.0 0.0
O 2.835361 -0.133296 -1.682240 0.0 0.1 -0.3
O -1.691993 0.530161 -3.111215 -0.1 0.0 0.0
O 3.900781 -5.061622 1.302475 0.1 0.0 -0.1
O -2.975599 2.968808 -4.136562 -0.4 0.0 -0.3
F -0.001048 -1.827784 3.541421 -0.1 0.0 0.1
H 2.695791 -0.818631 -2.345163 0.1 -0.1 0.1
F -2.542805 2.369343 0.501518 0.0 0.0 0.0
H 3.722208 -5.723047 0.628600 -0.1 0.0 0.0
O -6.366363 4.788631 -7.087878 0.0 0.0 0.0
F -0.674565 0.165252 4.123744 0.0 0.1 0.0
H -6.771955 3.951015 -7.336806 0.0 0.0 0.1
H 4.075655 -4.249789 0.806016 0.0 0.0 0.0
H 6.486229 1.653394 -2.325648 0.0 0.0 0.0
H 0.676304 -2.206410 -0.382831 0.1 0.0 0.1
O -5.652708 1.553992 3.034471 0.0 0.0 0.0
H -4.170652 3.249404 4.759351 0.2 0.0 0.1
F -1.662245 2.025167 2.437098 0.0 0.0 0.2
O -5.988104 2.852949 -4.745043 0.1 0.0 -0.2
H -5.050084 2.947188 -4.529976 -0.1 0.0 0.3
O -3.849272 3.811508 4.043301 -0.1 -0.1 -0.1
In 1.866387 0.223230 2.369067 0.9 0.2 -0.1
H -2.181468 1.346596 -2.955857 0.1 0.0 0.0
H -3.161115 -2.591703 5.168637 0.0 0.0 0.0
C -0.187314 -0.539865 3.036958 0.1 -0.1 -0.2
H 6.219553 0.205216 -2.721835 -0.1 -0.1 0.1
F -1.344821 -1.952509 1.511876 0.0 0.0 -0.1
O 5.776505 1.045423 -2.554073 0.1 0.1 -0.2
H -3.039421 2.259892 -4.789861 0.2 0.0 0.0
H 4.520557 -4.059377 -1.879633 0.0 0.3 0.0
H -5.309750 1.216072 3.869895 0.0 0.0 0.0
H -2.874474 3.772992 -4.656358 0.2 0.0 0.1
H 0.498912 -3.378450 -1.359972 0.0 0.0 0.0
H -2.904985 0.433591 6.049115 -0.1 -0.1 0.0
H 4.127108 -1.886221 -0.179321 0.0 0.1 -0.1
H 8.041010 -3.160393 -2.244594 0.0 0.0 0.0
H -1.737265 -2.094254 5.409678 0.0 0.1 -0.2
H -3.216502 0.489545 4.585725 0.2 -0.1 0.1
H 3.026822 -0.444985 3.519374 -0.3 0.0 0.0
```
Forces are in eV/Å.

Summary:
Charge   -1
F_max   0.926 eV/A
Multiplicity   1
Kohn-Sham gap   7.2 eV

Löwdin atomic charge list, values in e, 2 entries: 0.107 0.158

A 2-piece molecular cluster, C5H12O2 overall at a distorted geometry. Source: the Open Molecules 2025 dataset; level of theory: the ωB97M-V functional and the def2-TZVPD basis.

Geometry as XYZ:
```
19
Properties=species:S:1:pos:R:3:forces:R:3
H -1.247224 1.613737 -1.191610 0.0 0.2 0.1
O 0.358502 -0.344615 -1.403262 -0.7 -0.3 0.8
H 1.746778 1.134663 -0.792592 -0.2 -0.3 0.0
H 0.909991 1.486680 -2.312625 -0.2 -0.7 0.2
H -0.199367 2.663759 -0.194797 0.1 0.0 0.0
H 0.298042 -1.825606 1.665101 0.0 0.2 -0.4
C -0.360401 1.644926 -0.549238 -0.1 0.3 0.1
H -1.437968 -1.688313 1.522536 0.3 0.2 -0.5
H 0.694273 1.587119 1.706661 0.0 -0.2 0.0
C -0.540573 -0.689485 -0.155146 -0.2 0.4 -0.5
O 0.501495 0.662446 1.505425 0.0 0.2 0.1
H -1.448015 -0.886478 -0.711569 -0.4 0.3 0.2
C -0.511260 -1.848295 0.930494 0.3 0.2 -0.4
H -1.528891 0.754957 1.068996 0.0 0.1 0.1
C 0.783532 1.022602 -1.319640 -0.2 0.0 0.2
C -0.563253 0.640642 0.565963 -0.5 0.1 -0.2
H -0.603477 -2.864558 0.534022 0.2 0.3 -0.2
H 1.641752 -1.745799 -0.131664 0.8 -0.4 0.1
H 1.506065 -1.318382 -0.737056 0.8 -0.7 0.5
```
Forces are in eV/Å.

Summary:
F_max   1.197 eV/A
Multiplicity   1
Kohn-Sham gap   10.2 eV

Löwdin atomic charge list, values in e, 2 entries: 0.128 -0.227

A 2-piece molecular cluster, C4H10N2O2 overall at a distorted geometry. Source: the Open Molecules 2025 dataset; level of theory: the ωB97M-V functional and the def2-TZVPD basis.

Geometry as XYZ:
```
18
Properties=species:S:1:pos:R:3:forces:R:3
N -0.462952 -1.863680 1.328086 1.1 0.0 -0.7
C -0.947213 -1.515046 -1.107993 -0.1 1.0 -0.8
C 0.411933 2.349845 -0.101590 0.0 0.2 0.4
C -0.212289 1.423728 0.929948 0.4 -1.2 -1.5
O 2.207354 -1.102430 0.826528 -1.2 -0.2 -0.4
N 1.422707 -1.085625 -0.097851 0.0 0.7 0.6
H 0.808184 3.240369 0.384510 0.2 0.1 -0.3
H -2.009499 -1.289139 -1.039367 0.0 -0.2 0.4
O 1.744705 -0.893149 -1.257117 -0.7 -0.2 0.3
C -0.250784 -1.391995 0.197877 1.4 -2.5 0.3
H 0.491947 1.091059 1.689550 0.1 0.1 0.0
H -1.081960 1.847436 1.423108 -0.3 -0.3 -0.2
H -0.328847 2.649276 -0.842696 0.0 0.1 0.0
H -0.547158 -0.777715 -1.806715 0.1 -0.1 0.0
H -0.404714 0.492094 0.289460 -0.6 1.6 1.4
H 1.191898 1.811642 -0.639470 0.2 0.2 0.1
H -0.791999 -2.478013 -1.593715 0.1 -0.1 0.3
H -1.241313 -2.508659 1.417448 -0.6 0.7 0.0
```
Forces are in eV/Å.

Summary:
F_max   2.871 eV/A
Multiplicity   1
Kohn-Sham gap   10.1 eV

Löwdin atomic charge list, values in e, 2 entries: 0.187 -0.042